Arrangement one

Formula: C6H14N2O2
Source: OMol25
Level of theory: wB97M-V/def2-TZVPD

Geometry (Å):
C  -1.86  2.30  1.18
N  -0.59  1.84  1.79
C  -0.48  0.50  2.08
C  0.85  0.00  2.61
O  -1.35  -0.30  1.78
H  -2.09  3.29  1.54
H  -1.71  2.34  0.09
H  -2.60  1.52  1.34
H  0.16  2.51  1.78
H  1.36  0.81  3.19
H  0.82  -0.83  3.34
H  1.52  -0.35  1.85
C  0.64  0.61  -2.54
N  0.39  -0.58  -1.81
C  1.10  -1.77  -1.72
C  0.14  -2.91  -1.33
O  2.28  -1.86  -1.95
H  -0.18  0.83  -3.26
H  0.57  1.52  -1.94
H  1.53  0.67  -3.17
H  -0.26  -0.58  -1.04
H  0.68  -3.85  -1.34
H  -0.30  -2.71  -0.34
H  -0.62  -3.03  -2.11

* E_HOMO: -0.3394 hartree
* orbital gap: 9.9 eV

These are the Mulliken partial charges, in e, on atoms 1 to 2: atom 1 (C): -0.811, atom 2 (N): -0.248



Arrangement two

Formula: C6H14N2O2
Source: OMol25
Level of theory: wB97M-V/def2-TZVPD

Geometry (Å):
C  2.01  0.69  -1.56
N  1.51  0.62  -0.20
C  2.31  1.01  0.83
C  1.80  0.79  2.25
O  3.40  1.52  0.67
H  1.73  -0.20  -2.09
H  1.72  1.61  -2.07
H  3.09  0.79  -1.51
H  0.76  -0.01  -0.01
H  0.83  0.29  2.28
H  2.58  0.31  2.76
H  1.54  1.78  2.61
C  -2.15  0.77  0.55
N  -1.75  -0.10  -0.54
C  -2.13  -1.43  -0.48
C  -2.29  -2.09  -1.83
O  -2.34  -1.98  0.57
H  -2.47  0.20  1.43
H  -1.30  1.31  0.92
H  -3.01  1.42  0.36
H  -1.58  0.34  -1.43
H  -3.19  -1.73  -2.32
H  -1.49  -1.74  -2.50
H  -2.21  -3.15  -1.69

* E_HOMO: -0.3547 hartree
* orbital gap: 10.2 eV

These are the Mulliken partial charges, in e, on atoms 1 to 2: atom 1 (C): -1.077, atom 2 (N): -0.060



Arrangement three

Formula: C6H14N2O2
Source: OMol25
Level of theory: wB97M-V/def2-TZVPD

Geometry (Å):
C  -0.59  0.48  -2.50
N  -0.61  -0.73  -1.69
C  0.51  -1.47  -1.51
C  0.23  -2.89  -1.03
O  1.59  -1.01  -1.83
H  -0.24  1.31  -1.90
H  -0.06  0.25  -3.42
H  -1.63  0.73  -2.75
H  -1.49  -1.07  -1.33
H  -0.16  -3.19  -0.07
H  -0.44  -3.07  -1.84
H  1.14  -3.50  -1.11
C  0.50  2.98  1.30
N  0.64  1.54  1.38
C  -0.30  0.86  2.09
C  -0.15  -0.62  2.20
O  -1.09  1.44  2.83
H  0.23  3.35  2.28
H  1.41  3.40  0.87
H  -0.29  3.37  0.64
H  1.05  0.99  0.64
H  0.67  -1.02  1.58
H  0.17  -0.96  3.18
H  -1.07  -1.17  1.99

* E_HOMO: -0.3519 hartree
* orbital gap: 10.2 eV

These are the Mulliken partial charges, in e, on atoms 1 to 2: atom 1 (C): -0.825, atom 2 (N): -0.158



arrangement one is the least stable structure shown above.